{"formula": "CH9NO4", "method": "ωB97M-V/def2-TZVPD", "fmax_ev_per_a": 4.717, "homo_lumo_gap_ha": 0.184, "e_above_lowest_kcal_mol": 189.7, "mol_weight_g_mol": 99.09, "e_tot_ha": -398.94928, "symbols": ["C", "N", "O", "H", "H", "H", "H", "H", "O", "H", "H", "O", "H", "H", "O"], "positions_angstrom": [[-0.512, 0.221, -0.377], [-0.395, -1.173, -0.508], [-0.644, 0.846, -1.541], [-1.344, 0.498, 0.294], [0.433, 0.594, 0.150], [0.081, -1.579, 0.323], [-0.047, 0.229, -2.271], [0.762, -1.118, 2.771], [0.405, -0.686, 1.990], [0.122, -1.427, -1.370], [1.029, -0.544, -3.608], [0.658, -0.672, -2.749], [-0.023, 0.812, 2.098], [-0.228, 2.228, 2.828], [-0.297, 1.770, 1.972]]}


{"formula": "C27H60BrN3", "method": "ωB97M-V/def2-TZVPD", "fmax_ev_per_a": 1.468, "homo_lumo_gap_ha": 0.295, "e_above_lowest_kcal_mol": 0.0, "mol_weight_g_mol": 506.70, "e_tot_ha": -3802.54289, "total_charge": 2, "symbols": ["C", "C", "C", "C", "N", "C", "C", "C", "C", "C", "H", "H", "H", "H", "H", "H", "H", "H", "H", "H", "H", "H", "H", "H", "H", "H", "H", "H", "H", "H", "C", "C", "C", "C", "N", "C", "C", "C", "C", "C", "H", "H", "H", "H", "H", "H", "H", "H", "H", "H", "H", "H", "H", "H", "H", "H", "H", "H", "H", "H", "C", "C", "C", "C", "N", "C", "C", "C", "C", "C", "H", "H", "H", "H", "H", "H", "H", "H", "H", "H", "H", "H", "H", "H", "H", "H", "H", "H", "H", "H", "Br"], "positions_angstrom": [[2.464, -1.052, 3.757], [3.499, -0.212, 2.968], [2.967, 1.100, 2.428], [1.986, 0.913, 1.286], [1.686, 2.186, 0.545], [0.723, 1.971, -0.614], [-0.373, 3.050, -0.489], [0.211, 4.063, 0.495], [0.964, 3.154, 1.433], [2.913, 2.834, -0.030], [2.685, -1.022, 4.821], [2.491, -2.104, 3.475], [1.453, -0.680, 3.591], [3.950, -0.807, 2.160], [4.352, -0.061, 3.633], [3.805, 1.727, 2.126], [2.486, 1.650, 3.244], [1.011, 0.553, 1.614], [2.351, 0.219, 0.521], [1.160, 2.102, -1.601], [0.296, 0.974, -0.507], [-0.576, 3.558, -1.430], [-1.259, 2.555, -0.091], [0.885, 4.791, 0.043], [-0.551, 4.616, 1.043], [1.638, 3.665, 2.120], [0.256, 2.581, 2.037], [2.613, 3.607, -0.725], [3.519, 2.053, -0.478], [3.460, 3.313, 0.777], [0.640, -2.607, 0.087], [1.950, -3.178, 0.672], [3.062, -3.440, -0.331], [3.971, -4.566, 0.125], [5.098, -4.888, -0.817], [6.018, -5.864, -0.145], [7.304, -5.817, -0.985], [7.428, -4.328, -1.292], [6.017, -3.729, -1.066], [4.579, -5.474, -2.072], [0.258, -1.802, 0.716], [-0.124, -3.378, 0.036], [0.808, -2.218, -0.920], [1.717, -4.122, 1.184], [2.326, -2.563, 1.492], [3.679, -2.533, -0.407], [2.655, -3.596, -1.331], [3.403, -5.494, 0.226], [4.428, -4.383, 1.096], [5.616, -6.866, -0.022], [6.217, -5.461, 0.850], [7.066, -6.390, -1.880], [8.111, -6.316, -0.459], [7.878, -4.141, -2.265], [8.114, -3.849, -0.590], [5.690, -3.129, -1.907], [6.050, -3.192, -0.122], [3.910, -4.759, -2.542], [4.002, -6.369, -1.843], [5.377, -5.773, -2.740], [-8.396, 2.658, -4.282], [-8.376, 2.490, -2.775], [-7.004, 2.719, -2.155], [-7.032, 2.350, -0.673], [-5.676, 2.372, -0.004], [-5.849, 2.331, 1.495], [-4.508, 2.769, 2.022], [-4.196, 3.967, 1.091], [-4.888, 3.641, -0.234], [-4.896, 1.175, -0.402], [-9.431, 2.657, -4.612], [-7.827, 1.865, -4.768], [-7.924, 3.599, -4.570], [-8.801, 1.522, -2.489], [-9.109, 3.183, -2.344], [-6.761, 3.778, -2.245], [-6.245, 2.140, -2.684], [-7.400, 1.335, -0.535], [-7.642, 3.057, -0.111], [-6.193, 1.355, 1.824], [-6.591, 3.092, 1.746], [-3.763, 1.981, 1.984], [-4.573, 3.172, 3.031], [-3.119, 4.071, 0.963], [-4.562, 4.884, 1.543], [-4.195, 3.456, -1.049], [-5.612, 4.401, -0.514], [-5.334, 0.280, 0.027], [-3.876, 1.260, -0.023], [-4.813, 1.106, -1.483], [-1.725, 0.259, 1.324]]}


{"formula": "C62H69BCrN9O2P", "method": "ωB97M-V/def2-TZVPD", "fmax_ev_per_a": 2.349, "homo_lumo_gap_ha": [0.174, 0.172], "mol_weight_g_mol": 1066.08, "multiplicity": 2, "e_tot_ha": -4457.98181, "s2": 0.787, "total_charge": -1, "symbols": ["Cr", "C", "C", "N", "C", "C", "N", "C", "C", "C", "C", "C", "N", "C", "C", "N", "C", "C", "N", "C", "C", "C", "N", "C", "C", "H", "H", "H", "H", "H", "H", "H", "H", "H", "H", "H", "H", "O", "C", "O", "C", "P", "C", "C", "C", "C", "C", "C", "C", "C", "C", "C", "C", "C", "H", "H", "H", "H", "H", "H", "H", "H", "H", "H", "H", "H", "C", "C", "C", "C", "N", "H", "H", "H", "H", "H", "H", "H", "H", "H", "C", "C", "C", "C", "C", "C", "C", "C", "C", "C", "C", "C", "N", "B", "N", "C", "C", "C", "C", "C", "C", "C", "C", "C", "C", "C", "C", "C", "C", "H", "H", "H", "H", "H", "H", "H", "H", "H", "H", "H", "H", "H", "H", "H", "H", "H", "H", "H", "H", "H", "H", "H", "H", "H", "H", "H", "H", "H", "H", "H", "H", "H", "H", "H", "H"], "positions_angstrom": [[-0.251, -0.042, -0.044], [-2.235, 1.623, -3.589], [-1.547, 1.547, -2.427], [-0.772, 0.410, -2.053], [-0.797, -0.586, -3.086], [-1.563, -0.418, -4.217], [-2.303, 0.645, -4.519], [-0.012, -1.775, -2.850], [0.604, -2.431, -3.910], [1.390, -3.577, -3.679], [1.303, -4.102, -2.384], [0.640, -3.406, -1.378], [0.088, -2.187, -1.572], [0.450, -4.019, -0.078], [0.237, -5.397, 0.039], [-0.133, -5.986, 1.159], [-0.323, -5.162, 2.204], [-0.070, -3.813, 2.128], [0.345, -3.214, 1.009], [2.253, -4.130, -4.703], [2.915, -5.365, -4.567], [3.730, -5.821, -5.578], [3.957, -5.171, -6.716], [3.348, -3.997, -6.849], [2.518, -3.440, -5.903], [-2.798, 2.520, -3.819], [-1.518, 2.347, -1.708], [-1.584, -1.220, -4.947], [0.503, -2.026, -4.902], [1.808, -5.017, -2.124], [0.331, -6.055, -0.817], [-0.666, -5.627, 3.117], [-0.225, -3.191, 2.997], [2.782, -5.970, -3.683], [4.238, -6.775, -5.492], [3.543, -3.479, -7.782], [2.081, -2.472, -6.090], [-0.306, -0.883, 3.863], [0.236, -0.903, 2.766], [-0.328, -0.591, 1.665], [1.719, -1.314, 2.682], [2.202, -1.383, 0.892], [3.417, -2.766, 0.845], [4.077, -3.283, 1.954], [4.998, -4.307, 1.813], [5.270, -4.837, 0.563], [4.627, -4.324, -0.552], [3.719, -3.290, -0.409], [3.464, -0.022, 1.039], [2.978, 1.240, 1.374], [3.833, 2.316, 1.527], [5.193, 2.158, 1.316], [5.679, 0.921, 0.929], [4.823, -0.157, 0.787], [1.822, -2.291, 3.159], [2.316, -0.591, 3.246], [3.889, -2.878, 2.938], [5.510, -4.687, 2.687], [5.989, -5.638, 0.460], [4.836, -4.726, -1.534], [3.232, -2.886, -1.284], [1.906, 1.377, 1.490], [3.432, 3.286, 1.781], [5.869, 2.993, 1.443], [6.733, 0.788, 0.728], [5.221, -1.114, 0.483], [2.141, 2.441, -1.631], [1.569, 1.195, -2.332], [2.674, 0.124, -2.426], [1.186, 1.593, -3.768], [0.468, 0.692, -1.510], [2.792, 2.992, -2.307], [2.713, 2.144, -0.761], [1.333, 3.090, -1.301], [3.590, 0.568, -2.811], [2.378, -0.687, -3.089], [2.877, -0.285, -1.437], [2.089, 1.898, -4.294], [0.482, 2.423, -3.781], [0.751, 0.759, -4.312], [-5.013, 1.430, 4.272], [-3.719, 0.726, 3.844], [-2.981, 0.211, 5.078], [-4.055, -0.376, 2.863], [-4.672, -1.508, 3.372], [-5.102, -2.525, 2.545], [-4.964, -2.367, 1.186], [-4.367, -1.239, 0.626], [-4.389, -1.226, -0.889], [-3.220, -2.069, -1.401], [-4.439, 0.152, -1.534], [-3.842, -0.255, 1.471], [-3.186, 0.922, 1.002], [-1.804, 1.240, 0.707], [-1.776, 2.687, 0.828], [-3.068, 3.153, 1.047], [-3.898, 2.106, 1.151], [-0.709, 3.602, 1.000], [0.081, 3.510, 2.162], [1.126, 4.402, 2.344], [1.393, 5.392, 1.416], [0.559, 5.535, 0.329], [-0.505, 4.667, 0.112], [-1.456, 4.989, -1.019], [-2.187, 6.299, -0.703], [-0.732, 5.109, -2.360], [-0.343, 2.624, 3.312], [-1.390, 3.436, 4.087], [0.782, 2.208, 4.260], [-4.786, 2.270, 4.926], [-5.662, 0.742, 4.809], [-5.557, 1.805, 3.409], [-3.077, 1.458, 3.356], [-3.602, -0.460, 5.666], [-2.706, 1.043, 5.723], [-2.078, -0.314, 4.780], [-4.827, -1.599, 4.435], [-5.567, -3.411, 2.953], [-5.340, -3.130, 0.519], [-5.315, -1.739, -1.184], [-2.276, -1.704, -0.991], [-3.172, -2.034, -2.487], [-3.345, -3.106, -1.092], [-3.508, 0.688, -1.394], [-5.254, 0.735, -1.109], [-4.608, 0.051, -2.605], [-3.282, 4.202, 1.138], [-4.962, 2.107, 1.301], [1.724, 4.346, 3.239], [2.218, 6.075, 1.568], [0.727, 6.352, -0.356], [-2.203, 4.196, -1.100], [-1.484, 7.125, -0.632], [-2.712, 6.230, 0.247], [-2.911, 6.527, -1.481], [-0.079, 5.978, -2.379], [-1.454, 5.209, -3.168], [-0.129, 4.226, -2.548], [-0.802, 1.713, 2.922], [-0.953, 4.381, 4.409], [-1.727, 2.893, 4.966], [-2.252, 3.657, 3.461], [1.038, 3.009, 4.953], [1.678, 1.923, 3.712], [0.457, 1.349, 4.843]]}


{"formula": "C37H37N2O4PSTa", "method": "ωB97M-V/def2-TZVPD", "fmax_ev_per_a": 7.604, "homo_lumo_gap_ha": 0.276, "e_above_lowest_kcal_mol": 24.7, "mol_weight_g_mol": 817.70, "e_tot_ha": -2638.92825, "total_charge": 1, "symbols": ["Ta", "C", "C", "C", "C", "C", "C", "C", "S", "O", "O", "N", "C", "C", "O", "O", "H", "H", "H", "H", "H", "H", "H", "H", "H", "N", "C", "C", "C", "C", "C", "C", "P", "C", "C", "C", "C", "C", "C", "C", "C", "C", "C", "C", "C", "H", "H", "H", "H", "H", "H", "H", "H", "H", "H", "H", "H", "H", "H", "H", "H", "C", "C", "C", "C", "C", "C", "C", "C", "C", "C", "H", "H", "H", "H", "H", "H", "H", "H", "H", "H", "H", "H"], "positions_angstrom": [[0.228, -0.517, 0.689], [3.804, 0.727, -5.949], [3.480, 0.695, -4.492], [2.228, 0.275, -4.054], [1.921, 0.238, -2.707], [2.887, 0.615, -1.788], [4.134, 1.059, -2.194], [4.420, 1.102, -3.548], [2.467, 0.529, -0.066], [1.040, 1.047, -0.063], [3.360, 1.282, 0.748], [2.340, -1.006, 0.296], [2.862, -1.434, 1.580], [1.635, -1.005, 2.327], [1.499, 0.130, 2.750], [0.590, -1.730, 2.099], [3.082, 0.155, -6.525], [4.796, 0.322, -6.127], [3.786, 1.755, -6.307], [1.488, -0.025, -4.778], [0.942, -0.069, -2.358], [4.850, 1.381, -1.453], [5.379, 1.461, -3.885], [3.745, -0.865, 1.874], [3.038, -2.511, 1.569], [-2.762, -1.126, 2.863], [-3.697, -0.256, 2.359], [-5.060, -0.564, 2.399], [-5.995, 0.294, 1.856], [-5.599, 1.488, 1.268], [-4.257, 1.797, 1.192], [-3.300, 0.938, 1.731], [-1.534, 1.256, 1.504], [-1.429, 2.443, 0.130], [-0.932, 3.733, 0.264], [-0.660, 4.482, -0.870], [-0.875, 3.945, -2.128], [-1.418, 2.674, -2.264], [-1.701, 1.925, -1.139], [-0.894, 2.143, 2.953], [-1.635, 2.288, 4.121], [-1.094, 2.969, 5.199], [0.184, 3.498, 5.121], [0.935, 3.333, 3.967], [0.401, 2.658, 2.887], [-3.128, -1.898, 3.397], [-1.878, -0.769, 3.192], [-5.380, -1.488, 2.856], [-7.039, 0.028, 1.897], [-6.338, 2.160, 0.864], [-3.948, 2.710, 0.708], [-0.735, 4.150, 1.242], [-0.251, 5.476, -0.765], [-0.606, 4.514, -3.003], [-1.594, 2.253, -3.244], [-2.122, 0.929, -1.226], [-2.633, 1.879, 4.184], [-1.673, 3.085, 6.102], [0.595, 4.031, 5.964], [1.938, 3.728, 3.912], [0.996, 2.515, 1.995], [-1.694, -3.562, 0.463], [-0.948, -3.019, -0.763], [-1.701, -3.499, -2.012], [-0.891, -1.500, -0.670], [0.507, -3.470, -0.822], [1.129, -4.155, 0.215], [2.482, -4.451, 0.153], [3.239, -4.086, -0.947], [2.621, -3.433, -2.001], [1.275, -3.128, -1.933], [-2.692, -3.132, 0.468], [-1.194, -3.277, 1.386], [-1.764, -4.646, 0.399], [-2.753, -3.246, -1.925], [-1.611, -4.578, -2.112], [-1.313, -3.041, -2.915], [-1.403, -1.093, -1.545], [0.572, -4.462, 1.084], [2.959, -4.964, 0.977], [4.295, -4.315, -0.982], [3.192, -3.152, -2.874], [0.812, -2.624, -2.766]]}


{"formula": "C33H29F5N6O4SnTe2", "method": "ωB97M-V/def2-TZVPD", "fmax_ev_per_a": 0.184, "homo_lumo_gap_ha": 0.241, "e_above_lowest_kcal_mol": 0.0, "mol_weight_g_mol": 1042.53, "e_tot_ha": -3154.40630, "total_charge": -2, "symbols": ["Sn", "O", "C", "N", "C", "C", "C", "C", "C", "C", "N", "C", "O", "C", "C", "C", "C", "C", "N", "C", "C", "C", "C", "C", "N", "H", "H", "H", "H", "H", "H", "H", "H", "H", "H", "H", "H", "N", "C", "O", "C", "C", "C", "C", "N", "C", "H", "H", "H", "H", "H", "H", "C", "C", "C", "C", "C", "C", "Te", "C", "C", "C", "H", "H", "H", "H", "H", "H", "H", "H", "H", "H", "H", "F", "Te", "F", "F", "F", "F", "O"], "positions_angstrom": [[-0.419, -0.507, -1.158], [3.056, -2.512, 0.656], [2.064, -2.150, 0.015], [1.555, -0.934, -0.132], [2.303, 0.213, 0.160], [3.060, 0.405, 1.307], [3.805, 1.572, 1.459], [3.804, 2.527, 0.455], [3.045, 2.349, -0.697], [2.264, 1.204, -0.848], [1.412, 0.896, -1.905], [1.444, 1.505, -3.076], [2.173, 2.421, -3.491], [0.409, 0.934, -4.026], [0.307, 1.454, -5.307], [-0.622, 0.913, -6.178], [-1.421, -0.130, -5.739], [-1.273, -0.583, -4.438], [-0.376, -0.062, -3.600], [1.316, -3.173, -0.812], [1.649, -4.513, -0.727], [0.993, -5.411, -1.552], [0.037, -4.939, -2.434], [-0.252, -3.584, -2.446], [0.382, -2.722, -1.652], [3.093, -0.379, 2.052], [4.401, 1.718, 2.353], [4.402, 3.427, 0.563], [3.054, 3.082, -1.490], [0.967, 2.268, -5.573], [-0.723, 1.301, -7.185], [-2.161, -0.595, -6.376], [-1.889, -1.382, -4.053], [2.412, -4.803, -0.018], [1.221, -6.470, -1.502], [-0.521, -5.598, -3.083], [-1.036, -3.189, -3.074], [0.800, -0.007, 4.467], [-0.019, -1.060, 4.722], [-0.194, -1.480, 5.857], [-0.685, -1.683, 3.538], [-1.767, -2.536, 3.729], [-2.387, -3.086, 2.625], [-1.903, -2.783, 1.356], [-0.861, -1.977, 1.170], [-0.275, -1.439, 2.237], [1.183, 0.467, 5.266], [0.782, 0.490, 3.591], [-2.102, -2.738, 4.739], [-3.248, -3.733, 2.721], [-2.369, -3.183, 0.465], [0.573, -0.800, 2.017], [1.794, 4.433, 3.352], [0.729, 3.760, 2.528], [-0.238, 2.954, 3.113], [-1.192, 2.284, 2.351], [-2.261, 1.498, 3.064], [-1.165, 2.408, 0.952], [-2.566, 1.272, -0.175], [-0.253, 3.286, 0.355], [-0.252, 3.620, -1.113], [0.686, 3.934, 1.155], [1.737, 4.123, 4.397], [1.697, 5.522, 3.319], [2.787, 4.177, 2.975], [-0.257, 2.842, 4.194], [-2.065, 1.467, 4.138], [-2.333, 0.479, 2.687], [-3.235, 1.959, 2.887], [-0.767, 2.869, -1.705], [0.765, 3.726, -1.488], [-0.771, 4.571, -1.267], [1.421, 4.575, 0.677], [-3.029, -3.103, -3.881], [-3.829, -2.438, -2.129], [-3.015, -4.055, -1.498], [-4.439, -2.366, -0.252], [-5.307, -3.779, -2.468], [-3.961, 2.609, 0.601], [-2.144, -1.629, -1.719]]}


{"formula": "C16H24ClFN6O", "method": "ωB97M-V/def2-TZVPD", "fmax_ev_per_a": 10.612, "homo_lumo_gap_ha": 0.381, "mol_weight_g_mol": 370.86, "smiles": "C[C@H](F)[C@]1(Cl)CCC(=O)N1.CC#N.CC#N.CC#N.CC#N.CC#N", "e_tot_ha": -1587.60653, "symbols": ["C", "C", "F", "C", "Cl", "C", "C", "C", "O", "N", "H", "H", "H", "H", "H", "H", "H", "H", "H", "C", "C", "N", "H", "H", "H", "C", "C", "N", "H", "H", "H", "C", "C", "N", "H", "H", "H", "C", "C", "N", "H", "H", "H", "C", "C", "N", "H", "H", "H"], "positions_angstrom": [[6.011, 2.292, 0.930], [4.624, 3.197, 0.880], [4.532, 4.047, 2.091], [3.359, 2.174, 0.683], [3.907, 1.127, -0.744], [1.902, 2.791, 0.158], [0.983, 1.437, 0.501], [1.490, 1.081, 2.055], [0.749, 0.579, 3.050], [2.931, 1.536, 1.985], [5.797, 1.213, 1.373], [6.529, 2.193, -0.136], [6.791, 2.790, 1.653], [4.686, 3.851, -0.106], [1.427, 3.557, 0.941], [1.839, 3.200, -0.943], [-0.177, 1.539, 0.367], [1.235, 0.443, -0.070], [3.643, 1.015, 2.542], [0.368, -2.891, -1.307], [0.812, -1.612, -1.998], [1.180, -0.551, -2.571], [1.155, -3.244, -0.635], [-0.539, -2.706, -0.725], [0.162, -3.665, -2.051], [-4.455, -2.048, -0.484], [-3.263, -2.882, -0.925], [-2.273, -3.573, -1.290], [-4.928, -1.586, -1.355], [-5.187, -2.683, 0.023], [-4.128, -1.263, 0.203], [3.803, 1.701, 6.243], [4.979, 0.986, 5.597], [5.954, 0.393, 5.061], [3.107, 0.970, 6.663], [4.159, 2.355, 7.044], [3.279, 2.305, 5.497], [-2.172, -1.668, -4.885], [-3.647, -1.302, -4.917], [-4.871, -0.998, -4.943], [-1.914, -2.256, -5.770], [-1.563, -0.760, -4.871], [-1.953, -2.257, -3.990], [-8.692, -1.724, -2.231], [-7.817, -1.957, -1.010], [-7.090, -2.150, 0.002], [-9.592, -1.172, -1.945], [-8.143, -1.146, -2.979], [-8.986, -2.682, -2.667]]}